# 1
ORCA calculation (wB97M-V/def2-TZVPD) on an isolated molecule of C3H2F2.

## Properties
Spin multiplicity = 1
HOMO-LUMO gap (spin up / spin down) = 0.30741 / 0.26705 Eh
Energy relative to the best compared isomer or geometry (same formula, charge and spin) = 272.2 kJ/mol
E_HOMO (spin up / spin down) = -9.3361 / -8.5615 eV
Calculated total energy = -8573.34437 eV
LUMO (spin up / spin down) = -0.971 / -1.295 eV

Structure (XYZ):
```
7
C3H2F2, DFT wB97M-V/def2-TZVPD
C 1.5748 0.3273 -0.3703
C 0.5075 -0.4077 0.1248
C -0.8868 -0.0588 0.1893
F -1.3838 1.1157 0.0770
F -1.8300 -0.9257 -0.1893
H 1.3052 1.3644 -0.4111
H 0.7131 -1.4152 0.5796
```

Here are the natural (NBO) charges for atoms 1 to 4, given in e:
1. C -0.099
2. C -0.526
3. C 0.847
4. F -0.269



# 2
ORCA calculation (wB97M-V/def2-TZVPD) on an isolated molecule of C3H7OP.

## Properties
Spin multiplicity = 1
HOMO-LUMO gap = 0.32014 Eh
Energy relative to the best compared isomer or geometry (same formula, charge and spin) = 468.9 kJ/mol
E_HOMO = -8.7205 eV
Calculated total energy = -14555.35992 eV
SMILES = C=C[P@H](C)=O
LUMO = -0.009 eV

Structure (XYZ):
```
12
C3H7OP, DFT wB97M-V/def2-TZVPD
C -1.2213 1.8459 -0.1404
C -0.5262 0.8509 0.4623
C 0.6370 -1.7256 0.1601
O 2.6459 0.7259 0.1131
P 0.7286 -0.0980 -0.4078
H -2.0001 2.2875 0.4178
H -1.2938 2.1505 -1.2804
H -0.7314 0.5343 1.5104
H -0.4989 -2.0151 0.1886
H 1.0865 -2.3606 -0.6578
H 0.8414 -1.7660 1.2625
H 0.3324 -0.4296 -1.6284
```

Here are the natural (NBO) charges for atoms 1 to 4, given in e:
1. C -0.312
2. C -0.552
3. C -1.015
4. O -0.819



# 3
ORCA calculation (wB97M-V/def2-TZVPD) on a cluster of 3 separate species, C5H12O3 in total.

## Properties
Spin multiplicity = 1
HOMO-LUMO gap = 0.31826 Eh
Energy relative to the best compared isomer or geometry (same formula, charge and spin) = 292.4 kJ/mol
E_HOMO = -8.1615 eV
Calculated total energy = -11519.73563 eV
SMILES = C=C/C(O)=C/C.O.O
LUMO = 0.499 eV

Structure (XYZ):
```
20
C5H12O3, DFT wB97M-V/def2-TZVPD
C -1.7401 2.5708 0.3008
C -0.3631 2.1070 0.3711
C -0.1351 0.7654 0.3161
O -1.2307 -0.0410 0.2904
C 1.1845 0.1822 0.7220
C 1.3236 -0.3356 1.8954
H -2.3063 2.3455 1.2221
H -1.8588 3.6819 0.1559
H -2.2770 2.0394 -0.5196
H 0.3738 2.8263 0.6220
H -0.9616 -0.9908 0.3556
H 2.1813 0.3034 0.0960
H 0.4530 -0.5419 2.4857
H 2.1567 -0.5223 2.5588
H 0.0408 0.2141 -4.2613
H -0.4671 -1.0638 -3.6983
O 0.0210 -0.6874 -4.4266
H 1.9400 -4.2093 0.7761
H 0.5129 -4.6745 0.4724
O 1.1521 -3.9694 0.2654
```

Here are the natural (NBO) charges for atoms 1 to 4, given in e:
1. C -0.647
2. C -0.282
3. C 0.268
4. O -0.689



# 4
ORCA calculation (wB97M-V/def2-TZVPD) on a cluster of 2 separate species, C3H9N2S2 in total.

## Properties
Spin multiplicity = 1
HOMO-LUMO gap = 0.30196 Eh
Net charge = +1
Energy relative to the best compared isomer or geometry (same formula, charge and spin) = 251.3 kJ/mol
E_HOMO = -12.4634 eV
Calculated total energy = -27898.27909 eV
LUMO = -4.247 eV

Structure (XYZ):
```
16
C3H9N2S2, DFT wB97M-V/def2-TZVPD
C -1.6832 0.3643 -0.0220
C 1.1154 -1.9890 0.2873
C 1.2773 0.6917 -0.3050
N -2.3623 1.2321 0.6386
N 1.8174 1.8094 -0.6864
S -2.6255 -0.8677 -0.7331
S 2.3385 -0.7801 -0.2549
H 0.9543 -1.8785 1.4171
H 1.6785 -3.0039 0.3166
H 0.2904 -1.8527 -0.5191
H 0.2300 0.4559 0.0328
H -1.8526 2.0047 1.1247
H -3.3058 1.2306 0.8250
H 2.7020 1.5570 -1.1156
H 1.3188 2.6471 -0.7263
H -1.5237 -1.3509 -1.4996
```

Here are the natural (NBO) charges for atoms 1 to 4, given in e:
1. C -0.176
2. C -0.783
3. C 0.063
4. N -0.720



# 5
ORCA calculation (wB97M-V/def2-TZVPD) on an isolated molecule of CH2N4.

## Properties
Spin multiplicity = 1
HOMO-LUMO gap = 0.42648 Eh
Energy relative to the best compared isomer or geometry (same formula, charge and spin) = 195.7 kJ/mol
E_HOMO = -10.8650 eV
Calculated total energy = -7027.91749 eV
SMILES = c1nnn[nH]1
LUMO = 0.740 eV

Structure (XYZ):
```
7
CH2N4, DFT wB97M-V/def2-TZVPD
C 0.4815 0.9902 -0.0319
H 1.1088 1.8348 0.2496
H 1.9773 -0.7216 0.0407
N -0.7641 0.8631 0.0000
N -1.1147 -0.4262 -0.0128
N -0.0093 -1.1336 0.0487
N 1.0346 -0.3110 -0.0500
```

Here are the natural (NBO) charges for atoms 1 to 4, given in e:
1. C 0.140
2. H 0.220
3. H 0.434
4. N -0.290



# 6
ORCA calculation (wB97M-V/def2-TZVPD) on a structure of composition C22H29BrN4O2PtSSe2.

## Properties
Spin multiplicity = 1
HOMO-LUMO gap = 0.18272 Eh
Net charge = +2
Energy relative to the best compared isomer or geometry (same formula, charge and spin) = 0.0 kJ/mol
E_HOMO = -12.6985 eV
Calculated total energy = -248145.15884 eV
LUMO = -7.727 eV

Structure (XYZ):
```
62
C22H29BrN4O2PtSSe2, DFT wB97M-V/def2-TZVPD
Pt -1.7061 0.1375 -2.0753
C -3.1734 -0.6752 2.4731
O -2.0398 -0.2895 1.6945
C -0.8665 -0.0968 2.3812
C -0.7178 -0.2670 3.7445
C 0.5369 -0.0732 4.3191
Br 0.7377 -0.3117 6.1759
C 1.6238 0.2767 3.5513
C 1.4805 0.4542 2.1730
C 0.2279 0.2677 1.5849
O 0.0158 0.4199 0.2531
C 2.6029 0.8153 1.3047
N 2.4930 0.8778 -0.0069
C 3.7452 1.2397 -0.4816
C 4.1953 1.4450 -1.7850
C 5.5151 1.8060 -1.9525
C 6.3786 1.9614 -0.8552
C 5.9490 1.7593 0.4400
C 4.6164 1.3952 0.5995
N 3.8568 1.1151 1.7243
H -3.0005 -1.6318 2.9705
H -4.0018 -0.7760 1.7775
H -3.4103 0.0852 3.2181
H -1.5491 -0.5519 4.3716
H 2.5849 0.4046 4.0300
H 0.9339 0.5996 -0.1525
H 3.5326 1.3196 -2.6311
H 5.9014 1.9726 -2.9487
H 7.4068 2.2451 -1.0326
H 6.6175 1.8780 1.2817
H 4.1720 1.1665 2.6775
C -1.4432 3.2549 -3.5203
Se -0.9281 2.4233 -1.8405
C -2.2995 3.2134 -0.6899
C -3.6789 2.7332 -1.0576
Se -3.7136 0.7667 -1.0660
C -5.0274 0.5191 -2.4754
H -1.2727 4.3246 -3.4214
H -2.4779 3.0428 -3.7706
H -0.7870 2.8499 -4.2864
H -2.2161 4.2952 -0.7897
H -2.0163 2.9347 0.3251
H -3.9872 3.0650 -2.0474
H -4.4265 3.0521 -0.3311
H -5.9723 0.9156 -2.1083
H -5.1122 -0.5505 -2.6473
H -4.7048 1.0316 -3.3761
S -1.7928 -2.0203 -2.6872
C -1.0809 -2.9661 -1.3826
N -0.6093 -4.1506 -1.7274
C 0.0989 -5.0477 -0.8009
C 0.6740 -4.2261 0.3374
C -0.4257 -3.3607 0.9288
N -1.0368 -2.5515 -0.1357
H -0.6970 -4.4202 -2.6952
H 0.8766 -5.5568 -1.3658
H -0.5990 -5.7991 -0.4285
H 1.4857 -3.5922 -0.0245
H 1.0793 -4.8889 1.0992
H -0.0452 -2.6744 1.6826
H -1.1977 -3.9811 1.3897
H -1.3250 -1.6045 0.0886
```

Here are the natural (NBO) charges for atoms 1 to 4, given in e:
1. Pt 0.312
2. C -0.259
3. O -0.534
4. C 0.225